A 7-piece molecular cluster, C19H42NO13P overall at a distorted geometry, computed with the ωB97M-V functional and the def2-TZVPD basis.

The calculation puts the HOMO-LUMO gap at 2.48 eV. As for the energy relative to the best compared isomer or geometry (same formula, charge and spin): 0.788 eV. The calculation puts the LUMO energy at 3.91 eV. Its charge is -2. Its strongest force on any atom is 0.333 Eh/bohr.

CARTESIAN COORDINATES (ANGSTROEM)
C 2.125076 2.834885 0.956901
P 2.136371 -1.884295 1.678804
H 1.219876 -1.849343 -3.121212
C -4.105671 1.146787 0.307671
H 3.926679 3.298806 -3.193218
C 3.241004 0.799677 -2.260792
C -1.111899 -5.470827 2.411793
H -1.155213 -3.699022 0.286504
O 1.811170 -2.470036 0.450487
H 0.698423 0.218675 -0.509648
C 3.553410 -0.383021 -1.377025
O -1.384292 -6.465562 3.049735
O 0.226747 3.611377 2.300765
H -2.290519 0.163375 4.254369
N 0.057051 -0.087823 0.201082
H 0.292657 -2.554443 -1.799723
H -0.744440 0.263188 -0.081745
H -2.440284 -1.695351 -4.542804
H 4.280393 -0.952128 -1.961163
H -1.330646 4.948987 1.438500
C -1.063141 4.256945 2.371625
O -1.392343 -0.673077 -2.452102
H -4.764969 1.916813 0.714949
H 0.599071 -4.834520 1.156344
H -2.069230 5.289471 4.051375
H -1.120173 -0.729361 -5.322096
H 2.341238 2.584851 -0.024696
H -1.991970 3.587548 2.228378
O 0.770274 -1.530536 2.539207
H -3.040344 2.296617 -0.976534
H -0.859371 4.155237 4.441847
O -4.396645 0.237327 2.870938
C -1.107313 4.924511 3.701797
H -1.338777 -3.040012 2.044744
O -1.995020 -4.781985 1.842098
H -0.266411 5.533524 4.013055
H -4.646488 0.111086 0.310773
H 6.036354 1.972593 -4.855052
C 0.376121 -5.025321 2.296239
C -3.254059 -2.955276 0.927557
C -0.704951 -1.388587 -3.287894
C -3.528103 1.601193 -0.978344
O 3.127339 -2.580712 2.505134
H 1.115294 -5.952058 2.542281
H 3.864737 -0.016732 -0.336587
H -2.844683 0.888954 -1.414237
O -0.138374 3.052090 0.048371
H 5.412258 3.287765 -5.041325
H -4.059954 -3.512288 0.257240
C 0.599955 3.188022 1.061350
H -1.181090 0.692317 2.981925
O 2.122404 1.341133 -2.317929
H 0.597524 -4.088550 2.955739
C 0.373116 -2.355110 -2.910196
H 0.419140 -3.228924 -3.454762
H 2.904853 3.505198 1.345457
O 4.281851 1.326739 -2.949032
H -1.087886 -2.410107 -5.176454
H -1.635657 -0.849949 3.116133
H 2.381209 1.967677 1.641607
O 2.495049 -0.443026 1.594944
H 0.439866 0.407613 0.912304
O -3.005485 0.960744 1.100574
C -1.884043 -3.534708 1.187036
C -2.063057 0.103137 3.132436
C -3.282930 0.432656 2.346663
C 5.514467 2.653366 -4.411469
C -1.392290 -1.536046 -4.710733
H 3.425143 2.389824 -4.395413
H -3.314301 -2.087326 0.269066
H -0.014047 -1.069977 0.418705
H 2.631570 -0.973968 -1.346101
C 4.249639 2.445783 -3.812168
H -3.616450 -2.473631 1.994525
H -4.228412 1.868349 -1.520023
H 6.203602 3.318796 -3.718549

Forces on atoms 1 to 6 (eV/Å):
-0.887 -0.368 3.160
-1.891 4.382 9.561
3.421 1.623 -0.246
-1.355 -1.377 -0.506
0.523 0.163 0.022
-2.220 1.723 0.397